24
Properties=species:S:1:pos:R:3:forces:R:3:mulliken_charge:R:1 method="wB97M-V/def2-TZVPD" gap_ev=10.15 relative_energy_ev=2.075 multiplicity=1 total_charge=0
O 1.024307 2.394965 -0.406029 -0.15 -0.16 0.20 -0.608
H 1.798117 1.861075 -0.226039 0.24 -0.15 -0.06 0.287
H 1.375547 3.245815 -0.668549 -0.03 0.34 -0.11 0.272
O -0.318203 -0.105665 0.427681 0.05 -0.20 -0.23 -0.682
H 0.546147 -0.241665 0.815801 0.14 -0.21 0.34 0.236
H -0.470993 0.836005 0.506041 0.13 0.61 -0.13 0.316
O -2.965773 -0.669395 0.715811 -0.70 0.08 0.05 -0.682
H -2.038163 -0.436105 0.679151 0.78 -0.43 -0.07 0.447
H -3.098233 -0.987015 1.609011 -0.12 -0.18 0.22 0.333
O -1.604623 2.287265 -1.808639 0.55 0.01 -0.79 -0.636
H -2.309323 1.886925 -1.299369 -0.47 0.24 0.26 0.358
H -0.818273 2.148295 -1.280859 0.34 0.08 -0.02 0.323
O 3.089477 -1.176485 2.309591 -0.07 0.61 0.54 -0.606
H 2.631197 -1.879925 1.849831 0.12 -0.66 -0.29 0.396
H 2.931987 -0.398085 1.775251 0.18 0.20 -0.05 0.260
O 1.353227 -1.747675 -1.980059 0.23 -0.06 0.26 -0.660
H 1.159397 -1.920105 -2.901429 0.01 -0.13 -0.22 0.303
H 0.719537 -1.078005 -1.722759 -0.38 0.30 0.14 0.316
O 2.487557 -3.078465 0.452221 -0.08 -0.10 0.28 -0.641
H 2.748087 -3.887905 0.012721 0.09 -0.18 0.01 0.307
H 2.006747 -2.587585 -0.214179 -0.20 0.10 -0.65 0.340
O -3.414023 1.922285 0.068821 -0.29 0.50 0.16 -0.658
H -3.554823 2.535245 0.790401 -0.03 0.35 -0.02 0.295
H -3.278903 1.076195 0.495571 -0.33 -0.96 0.19 0.385


30
Properties=species:S:1:pos:R:3:forces:R:3:mulliken_charge:R:1 method="wB97M-V/def2-TZVPD" gap_ev=5.10 multiplicity=1 total_charge=+2
Sr -1.697520 -2.742650 -0.909377 3.43 6.71 2.92 2.044
C -3.643116 -3.094683 -0.116091 -7.93 -1.52 3.18 -0.435
O -4.647392 -3.152452 0.382264 1.00 0.14 -0.43 0.068
C -2.261448 -4.746218 -2.044424 -0.86 -2.96 -1.67 -0.058
O -2.550965 -5.689555 -2.565122 0.06 0.17 0.09 0.090
C -0.963867 -4.121258 0.503307 2.45 -5.45 4.89 -0.350
O -0.566500 -4.715612 1.352432 0.30 -0.25 0.61 0.084
C -2.633052 -1.897022 -2.597508 -3.59 2.62 -6.32 -0.360
O -3.124593 -1.305911 -3.398668 -0.24 0.48 -0.42 0.088
H -0.026919 -2.541652 -1.665368 2.41 -3.65 -3.93 0.157
H -0.217285 -3.310415 -2.114572 3.08 3.03 0.51 0.287
C -1.049598 2.476431 -0.649627 0.54 -0.65 0.45 -0.951
N -0.095094 1.677474 0.182023 0.34 0.18 0.12 0.279
C -0.302873 0.459559 0.754978 3.54 1.98 0.51 0.030
Se -1.822173 -0.491106 0.743809 -1.77 -0.44 0.47 -0.473
N 0.841579 0.131962 1.468663 -0.23 1.31 -1.00 0.045
C 1.811421 1.192102 1.362128 -4.93 -0.52 -2.11 0.319
C 3.001457 1.335774 1.892008 2.54 -0.84 1.70 -0.792
C 3.654988 2.510309 1.602968 1.49 0.99 0.23 -0.487
C 3.079935 3.489768 0.796354 1.22 1.00 0.09 -0.673
C 1.825839 3.330298 0.246658 0.02 1.99 -1.06 -0.468
C 1.210691 2.189409 0.532904 -2.01 -4.06 1.20 0.728
H -0.605191 2.664616 -1.628373 0.03 -0.04 0.13 0.369
H -1.268724 3.422548 -0.155353 0.07 -0.11 0.06 0.356
H -1.966085 1.907679 -0.770998 -0.02 0.00 0.05 0.284
H 0.980204 -0.702058 2.029605 -0.35 0.30 -0.19 0.229
H 3.408375 0.542832 2.526052 0.16 0.47 -0.16 0.398
H 4.662374 2.676221 2.032980 -0.80 -0.04 -0.39 0.377
H 3.630662 4.427984 0.588645 -0.35 -0.78 0.23 0.373
H 1.334871 4.075625 -0.382297 0.39 -0.04 0.22 0.443


179
Properties=species:S:1:pos:R:3:forces:R:3:mulliken_charge:R:1 method="wB97M-V/def2-TZVPD" gap_ev=8.34 multiplicity=1 total_charge=0
C 15.233830 -3.494310 -26.623920 -0.16 0.20 0.36 -0.738
C 14.760300 -2.111370 -26.236660 -0.01 -2.36 0.60 0.471
O 14.713420 -1.877080 -25.035780 -0.09 1.29 -0.13 -0.558
N 14.273490 -1.366240 -27.224430 -0.63 2.05 0.09 -0.172
C 13.662860 -0.068430 -26.911150 -0.74 -0.01 -0.02 -0.550
H 14.933590 -4.086630 -25.759550 0.13 -0.28 -0.23 -0.057
H 16.322970 -3.505810 -26.665710 -0.06 -0.18 -0.36 0.292
H 14.718620 -3.859130 -27.512490 0.44 -0.11 -0.14 0.440
H 14.306240 -1.673400 -28.186030 0.12 -0.01 0.39 0.263
H 14.356630 0.741480 -26.685690 0.29 -0.19 -0.33 0.323
H 12.995470 -0.125550 -26.051250 0.27 -0.54 0.22 -0.220
H 12.955200 0.219640 -27.688540 0.44 0.03 -0.36 0.407
C 14.522600 -8.636220 -27.807890 -0.90 0.40 -2.07 -0.971
C 15.235970 -8.937080 -26.577590 0.66 -0.83 1.57 0.794
O 16.390000 -9.343360 -26.667030 -0.39 0.28 0.49 -0.659
N 14.620010 -8.731910 -25.359430 1.36 -0.78 -0.36 0.289
C 15.364820 -9.073330 -24.139550 -0.64 0.50 0.77 -0.904
H 14.892350 -7.658890 -28.118080 -0.33 0.24 -0.11 0.191
H 13.435430 -8.683650 -27.870420 -0.09 0.35 0.67 0.169
H 14.837510 -9.302490 -28.611020 0.35 -0.15 0.27 0.367
H 13.660600 -8.430880 -25.264540 0.22 -0.09 -0.26 -0.032
H 16.178760 -9.795040 -24.208380 -0.30 0.03 -0.84 0.390
H 14.667360 -9.471260 -23.402470 -0.14 -0.05 -0.03 0.254
H 15.801650 -8.175120 -23.703070 0.08 0.03 0.04 0.108
C 14.118380 -6.011810 -21.611090 -1.38 -0.22 0.28 0.867
C 14.869180 -6.259610 -20.329690 1.25 0.46 -2.71 0.461
O 16.065670 -6.144710 -20.314070 3.03 0.42 -0.28 -0.742
N 14.244590 -6.701000 -19.305150 -4.04 -1.34 3.09 0.125
C 14.760600 -7.213620 -18.053620 1.45 -0.49 -0.27 -1.099
H 14.645060 -6.437170 -22.465360 0.30 0.37 0.14 -0.196
H 13.854510 -4.961180 -21.732030 0.38 0.12 -0.20 0.013
H 13.158760 -6.528040 -21.583990 -0.05 0.08 0.04 -0.561
H 13.266650 -6.449880 -19.279220 -0.27 -0.40 -0.09 -0.082
H 15.549500 -6.557240 -17.686350 -0.63 0.45 0.77 0.355
H 15.340530 -8.133840 -18.124230 0.03 -0.26 -1.03 0.342
H 13.967200 -7.582300 -17.403470 -0.14 1.07 0.18 0.360
C 10.814200 -10.714290 -24.802740 -0.19 -0.45 0.42 -0.979
C 11.361670 -10.479650 -23.375970 2.60 -0.06 0.23 0.709
O 12.231200 -11.235700 -22.896990 -1.74 0.75 -0.67 -0.719
N 11.038870 -9.319970 -22.733170 -1.49 -0.29 -3.35 1.049
C 11.435130 -8.880020 -21.473060 0.18 -0.70 1.56 -1.232
H 10.005480 -10.064630 -25.137420 -0.13 0.04 0.38 0.048
H 10.504010 -11.758080 -24.851570 -0.38 0.03 0.20 0.485
H 11.563930 -10.701250 -25.593840 0.55 0.42 0.43 0.237
H 10.431900 -8.674680 -23.218230 -0.13 -0.41 -0.20 -0.262
H 11.410390 -9.767640 -20.840910 0.35 0.27 0.49 0.432
H 10.644620 -8.211450 -21.132180 0.48 0.25 0.31 0.403
H 12.433680 -8.442990 -21.475590 0.00 0.10 0.20 0.157
C 9.391240 1.101260 -24.015360 1.22 -1.88 -0.49 -1.190
C 10.299120 0.237150 -23.136610 -0.73 1.07 1.77 0.505
O 9.749010 -0.319210 -22.188990 1.05 -0.71 -0.36 -0.283
N 11.649310 0.206660 -23.381660 -1.69 0.79 -1.18 0.113
C 12.634250 -0.605520 -22.759440 0.37 -0.83 0.35 0.089
H 8.362950 1.173940 -23.661170 0.55 0.78 0.73 0.352
H 9.222190 0.304230 -24.739430 0.08 0.46 -1.22 -0.004
H 9.950860 1.953860 -24.400050 -0.70 0.09 -0.25 0.384
H 11.986150 0.699410 -24.196430 -0.35 0.03 0.06 0.229
H 12.168670 -1.275570 -22.036700 -0.04 0.37 0.35 0.047
H 13.377250 0.048050 -22.302390 0.04 -0.47 0.12 -0.015
H 13.107450 -1.259310 -23.492070 0.19 0.17 -0.14 -0.135
C 9.785570 -6.619950 -17.805150 0.04 -0.39 0.56 -1.233
C 10.778450 -5.538220 -18.097330 0.34 -1.19 -1.94 0.597
O 10.932230 -5.221190 -19.281210 -0.11 0.86 0.38 -0.315
N 11.544700 -5.098100 -17.094570 0.41 0.99 1.57 -0.034
C 12.352550 -3.872030 -17.143950 1.21 -1.48 -1.28 -0.804
H 9.825030 -7.017680 -16.791070 0.05 0.22 0.14 0.429
H 9.955160 -7.461970 -18.476230 -0.30 0.19 -0.21 0.193
H 8.800900 -6.174440 -17.946740 -0.07 -0.20 -0.16 0.212
H 11.877360 -5.822970 -16.474890 -0.56 0.25 0.40 0.294
H 12.034390 -3.314640 -18.024970 -0.24 0.46 0.61 0.100
H 13.355420 -4.213020 -17.400980 0.45 0.18 -0.23 0.290
H 12.527150 -3.349560 -16.203390 -1.06 0.10 -0.10 0.348
C 19.578800 -5.831900 -21.110440 0.01 -1.21 1.60 -0.966
C 19.153180 -6.075760 -22.530400 0.61 1.58 -0.26 0.724
O 20.011490 -6.178280 -23.375330 0.79 -0.73 -1.04 -0.682
N 17.856760 -5.987930 -22.875800 -1.76 -0.79 0.07 0.256
C 17.334900 -6.120920 -24.251160 0.57 0.69 0.30 -1.070
H 19.253330 -4.944140 -20.568180 -0.21 0.20 -0.56 0.171
H 20.653320 -5.958240 -20.977940 0.08 0.53 -0.71 0.377
H 19.256820 -6.660510 -20.479690 -0.65 -0.15 0.05 0.270
H 17.171710 -5.807540 -22.155890 0.11 -0.45 0.27 -0.086
H 17.779990 -5.281270 -24.785000 -0.25 -0.14 -0.56 0.411
H 16.246570 -6.062930 -24.267550 -0.03 0.50 0.40 0.152
H 17.502050 -7.044260 -24.805780 0.77 -0.16 0.45 0.473
C 9.336000 -8.328390 -27.430320 -0.98 0.55 -1.57 0.482
C 9.275400 -9.030440 -28.786290 0.03 1.82 1.05 0.357
O 8.774650 -10.281410 -28.437170 -0.31 -1.26 -1.75 -0.378
C 7.783970 -10.025280 -27.602620 -2.01 -1.98 1.40 0.654
O 6.822020 -10.749460 -27.369310 2.43 2.18 -0.39 -0.624
O 8.101430 -8.867080 -27.017460 -1.96 0.92 3.28 -0.346
F 10.481610 -9.170260 -29.175470 4.46 -0.99 -2.12 -0.306
H 9.302950 -7.238950 -27.418930 -0.59 -0.09 -0.42 0.085
H 10.252740 -8.523540 -26.873900 -0.31 -1.09 0.30 -0.318
H 8.739790 -8.549840 -29.604980 -0.77 0.00 0.31 0.334
C 6.228090 -10.550940 -21.339770 0.55 -1.19 -0.63 -0.631
C 6.587550 -9.263950 -22.057880 0.50 -2.84 1.05 0.324
O 7.987380 -9.197350 -21.626770 -1.20 2.91 -1.83 -0.099
C 8.078560 -9.680840 -20.395910 5.08 -0.43 3.83 0.482
O 9.048880 -9.508510 -19.569510 -4.69 -0.36 -4.00 -0.574
O 7.133750 -10.563250 -20.228600 -1.95 -0.41 1.70 -0.360
F 5.753090 -8.325970 -21.525970 0.85 0.93 -0.32 -0.291
H 6.514170 -11.471540 -21.848430 -0.13 0.25 -0.73 0.328
H 5.155370 -10.631830 -21.164160 0.24 0.27 0.94 0.353
H 6.436550 -9.398530 -23.128950 0.67 0.89 -0.03 0.392
C 5.443970 -4.729080 -27.491290 -1.93 1.13 -0.38 -0.280
C 6.825970 -5.032350 -27.055910 0.84 0.31 -0.23 1.237
O 7.281680 -5.975790 -28.077290 -0.67 -0.12 1.41 -0.048
C 6.152960 -6.490430 -28.666810 -0.69 -1.49 -3.65 0.514
O 6.009230 -7.420180 -29.457110 1.82 1.53 2.45 -0.579
O 5.139290 -5.655920 -28.520290 -0.37 0.47 0.74 -0.367
F 6.798960 -5.539200 -25.810320 0.11 -1.51 0.72 -0.135
H 5.321580 -3.703330 -27.839090 0.26 -0.04 -0.37 0.266
H 4.648400 -4.836870 -26.754030 0.56 -0.15 0.53 0.259
H 7.497060 -4.186630 -26.905900 0.16 -0.05 -1.09 -0.755
C 8.583610 -2.542160 -20.237350 -0.23 -0.03 -1.87 0.968
C 7.830830 -1.165720 -20.102610 3.97 -0.91 0.41 0.729
O 8.202800 -0.913210 -18.742260 -1.12 1.15 0.27 -0.414
C 8.780600 -1.944510 -18.097590 0.69 -0.70 1.24 0.518
O 9.211570 -1.911790 -16.960740 -1.08 -0.21 -2.51 -0.577
O 8.820510 -3.026560 -18.949030 -0.31 0.82 1.86 -0.240
F 6.541570 -1.276870 -20.356630 -2.04 -0.47 0.79 -0.331
H 9.569600 -2.547580 -20.701990 -0.20 0.87 -0.40 -0.503
H 7.979340 -3.239430 -20.817680 -0.18 -0.12 0.23 -0.396
H 8.161860 -0.327950 -20.716330 0.53 -0.37 0.24 0.217
C 14.539640 1.721480 -19.946310 -0.09 1.41 -1.77 -0.204
C 14.199970 2.333220 -18.618210 0.69 -1.60 0.87 -0.470
O 12.894020 1.834060 -18.448670 -2.65 -0.02 0.33 -0.398
S 12.765380 0.258830 -18.897270 1.21 0.75 3.50 1.134
O 11.349310 -0.031420 -19.198180 4.07 0.54 0.09 -0.404
O 13.534150 -0.455320 -17.818850 -2.50 1.03 -3.42 -0.641
O 13.782510 0.534400 -20.143910 -1.17 -2.95 1.15 -0.154
H 15.599710 1.609810 -20.174090 -0.18 -0.43 0.14 0.187
H 14.003560 2.242720 -20.739420 0.94 1.34 -0.02 0.230
H 14.323990 3.411760 -18.520900 -0.75 -0.03 -0.50 0.336
H 14.762290 1.913640 -17.784030 0.52 -0.14 -0.15 0.321
C 8.539130 -0.460960 -29.353290 -2.10 -0.62 -2.21 -0.368
C 9.297760 -1.713880 -29.629440 1.90 -0.28 -0.07 -0.426
O 9.494540 -2.434200 -28.352080 -1.10 0.63 -1.18 -0.358
S 9.270770 -1.451850 -27.097000 0.46 -1.92 -0.14 0.808
O 10.633670 -1.192840 -26.634020 -2.75 0.51 -0.15 -0.204
O 8.262840 -2.061400 -26.206410 2.34 2.09 -2.06 -0.215
O 8.642200 -0.228800 -28.010250 0.79 0.51 3.40 -0.347
H 7.494010 -0.508630 -29.659140 -0.44 -0.49 0.57 0.258
H 8.854020 0.320000 -30.045420 0.86 0.49 0.77 0.302
H 10.254480 -1.319030 -29.971320 0.59 -0.69 0.31 0.237
H 8.955320 -2.345460 -30.449160 -0.45 -0.28 0.65 0.395
C 10.054070 -3.879320 -23.941020 -1.55 -0.84 0.09 0.757
C 11.104820 -4.180820 -22.960700 1.53 0.47 0.25 0.327
O 11.478740 -5.552650 -23.168660 0.21 -2.70 -0.75 0.143
S 10.927660 -6.264100 -24.545280 -2.67 2.64 0.77 0.165
O 9.686330 -7.023060 -24.325260 2.26 1.40 -0.03 -0.599
O 11.914610 -6.942000 -25.363520 -0.82 1.88 1.30 -0.303
O 10.446530 -4.656090 -25.068370 1.00 -2.41 -1.64 -0.179
H 9.991910 -2.811960 -24.153140 0.08 -0.21 -0.43 0.172
H 9.073470 -4.256050 -23.650170 -0.13 0.24 0.24 -0.329
H 10.931800 -4.015030 -21.897360 -0.38 -0.33 -0.11 -0.289
H 11.961410 -3.580450 -23.267110 0.37 -0.07 0.20 -0.121
C 4.744070 -3.531190 -21.675190 -1.53 -2.75 2.04 -0.473
C 5.414740 -4.829470 -22.286630 -0.28 -0.12 3.34 -0.394
O 6.532390 -4.362380 -22.981530 -0.51 1.71 -2.16 -0.020
S 6.236340 -2.813830 -23.528580 1.29 0.03 -2.86 0.489
O 5.619170 -2.742430 -24.883500 0.93 -0.68 3.72 -0.638
O 7.491960 -2.098600 -23.386350 -2.11 -0.96 0.40 0.038
O 5.193220 -2.493960 -22.377990 1.68 3.38 -3.41 -0.229
H 4.948250 -3.248820 -20.642390 0.46 -0.89 0.29 0.230
H 3.655200 -3.551190 -21.720610 -0.09 -0.32 -0.37 0.333
H 4.673560 -5.535410 -22.661330 0.25 0.45 -1.43 0.372
H 5.892150 -5.415850 -21.501560 -0.24 0.06 0.39 0.296
C 15.625080 -2.077360 -21.567640 -0.59 1.75 0.29 0.866
C 16.676680 -3.076690 -21.359610 0.19 -3.59 0.29 0.116
O 17.956770 -2.512030 -21.342900 1.61 2.70 0.21 -0.341
S 17.812500 -0.894090 -20.955910 -1.20 0.86 0.73 0.957
O 18.751240 0.079000 -21.513210 -1.79 -2.80 -0.17 -0.579
O 17.606850 -0.719710 -19.526620 -0.01 -0.93 -1.66 -0.558
O 16.323590 -0.846930 -21.715030 2.01 1.71 0.30 -0.358
H 15.024000 -1.973240 -20.664330 -0.51 -0.15 -0.27 -0.087
H 15.078690 -2.192770 -22.503710 -0.19 -0.14 0.25 -0.180
H 16.637270 -3.852710 -22.124030 0.43 0.38 -0.44 -0.074
H 16.543920 -3.687530 -20.466670 -0.06 0.42 0.41 0.260